This record from OMol25 describes a 6-piece molecular cluster, C24H59NO6 overall in a non-equilibrium geometry. The level of theory is ωB97M-V/def2-TZVPD.

Atoms and positions in Å:
C -3.239 -3.961 2.053
C -1.736 -3.719 1.887
C -1.381 -2.851 3.111
C 0.120 -2.832 3.344
C 0.525 -4.252 3.586
C 0.332 -5.152 2.358
N -1.071 -5.043 2.028
O -1.439 -5.921 1.050
C 1.346 -4.807 1.205
C 0.491 -6.663 2.857
C -1.374 -2.969 0.578
H -3.758 -3.045 1.770
H -3.670 -4.151 3.036
H -3.831 -4.648 1.448
H -1.841 -1.932 2.748
H -1.868 -3.222 4.013
H 0.502 -2.162 4.115
H 0.599 -2.557 2.404
H -0.085 -4.647 4.398
H 1.596 -4.161 3.767
H 2.388 -4.683 1.501
H 1.259 -5.514 0.381
H 1.101 -3.816 0.823
H 1.493 -6.837 3.249
H -0.293 -6.941 3.562
H 0.494 -7.474 2.129
H -2.313 -2.643 0.130
H -1.017 -3.634 -0.208
H -0.687 -2.130 0.690
H -2.087 -6.485 1.478
C -1.773 0.916 -0.168
C -0.362 1.468 -0.100
C 0.378 1.532 -1.442
O -0.497 2.747 0.350
H -1.664 -0.158 -0.320
H -2.313 1.305 -1.031
H -2.300 1.052 0.776
H 0.229 0.935 0.645
H 0.568 0.524 -1.812
H 1.358 2.010 -1.421
H -0.243 1.964 -2.227
H 0.234 3.234 -0.039
C -2.563 -0.184 -3.619
C -1.755 -1.453 -3.157
C -2.650 -2.600 -2.821
O -1.042 -1.971 -4.280
H -2.038 0.768 -3.696
H -3.415 0.010 -2.967
H -3.044 -0.340 -4.585
H -1.008 -1.207 -2.402
H -3.485 -2.351 -2.166
H -2.092 -3.391 -2.321
H -3.119 -2.903 -3.757
H -0.443 -1.273 -4.555
C 3.460 5.807 -0.850
C 2.841 4.536 -0.244
C 3.376 4.306 1.188
O 1.424 4.766 -0.127
H 4.544 5.764 -0.959
H 3.323 6.638 -0.159
H 2.930 5.985 -1.786
H 2.973 3.589 -0.767
H 2.777 3.530 1.664
H 3.362 5.211 1.795
H 4.412 3.971 1.243
H 1.263 5.697 -0.300
C -1.475 0.627 3.696
C -1.202 2.132 3.899
C 0.258 2.457 3.614
O -1.988 2.861 3.086
H -2.537 0.381 3.730
H -1.045 0.042 4.509
H -1.110 0.274 2.732
H -1.374 2.419 4.936
H 0.447 2.293 2.553
H 0.902 1.790 4.188
H 0.485 3.485 3.898
H -1.651 2.747 2.194
C 2.161 3.733 -3.721
C 1.769 4.003 -5.167
C 2.908 4.351 -6.151
O 1.166 2.806 -5.715
H 2.738 4.588 -3.369
H 2.883 2.922 -3.820
H 1.320 3.454 -3.086
H 0.887 4.639 -5.098
H 3.467 5.263 -5.943
H 2.408 4.602 -7.086
H 3.630 3.571 -6.391
H 0.744 2.975 -6.561

Properties
spin multiplicity: 2
highest occupied orbital energy (alpha / beta): -11.6 / -11.6 eV
expectation value of S²: 0.75
net charge: +1

Mulliken analysis output, partial charges in e: -1.976 1.578 -1.257 -0.377 -1.130 1.053 0.623 -0.325 -1.351 -1.742 -1.852 0.432 0.430 0.524 0.159 0.566 0.515 0.205 0.319 0.547 0.383 0.391 0.282 0.431 0.410 0.394 0.616 0.467 0.257 0.405 -0.657 1.156 -1.301 -0.550 -0.376 0.378 0.321 -0.184 0.327 0.274 0.313 0.191 -1.414 1.513 -1.607 -0.594 0.296 0.323 0.407 -0.294 0.338 0.305 0.462 0.336 -1.705 1.091 -1.374 -0.546 0.370 0.470 0.439 0.141 0.201 0.312 0.394 0.262 -0.712 0.166 -0.825 -0.601 0.384 0.475 -0.254 0.445 -0.053 0.392 0.354 0.234 -0.794 0.360 -1.282 -0.550 0.119 0.329 0.206 0.254 0.350 0.373 0.324 0.310